Entry one
Here is a single C2H4N2O2 molecule from the OMol25 dataset. Energies are from the ωB97M-V functional and the def2-TZVPD basis.

Summary:
E_HOMO = -0.3817 Eh
SMILES = NC(=O)NC=O
orbital gap = 11.03 eV

Element x y z (Å)
N  1.870  -0.023  -0.133
C  0.685  -0.290  0.537
O  0.653  -0.786  1.646
N  -0.470  0.023  -0.208
C  -1.879  0.025  -0.023
O  -2.531  0.353  -0.992
H  2.704  -0.104  0.439
H  1.924  0.700  -0.835
H  -0.326  0.275  -1.184
H  -2.629  -0.172  0.753


Entry two
Here is 2 unconnected molecules or ions with the total composition C2H4N2O2 from the OMol25 dataset. Energies are from the ωB97M-V functional and the def2-TZVPD basis.

Summary:
E_HOMO = -0.3371 Eh
SMILES = [H]/N=C\O.N=C=O
orbital gap = 8.58 eV

Element x y z (Å)
H  -0.106  -1.266  -0.914
N  0.811  -0.846  -0.976
C  1.568  -0.447  -0.063
O  1.598  0.639  0.770
H  2.583  -0.847  0.095
H  0.647  0.799  0.981
N  -1.191  0.978  0.594
C  -2.127  0.814  -0.233
O  -2.579  0.201  -1.113
H  -1.204  -0.024  0.860


Q: Which of them is the most stable? A: entry one.


Entry one
Here is a single C15H19N3O5 molecule from the OMol25 dataset. Energies are from the ωB97M-V functional and the def2-TZVPD basis.

Summary:
E_HOMO = -0.3001 Eh
SMILES = CCOC(=O)C1CCN(c2ccc(C(N)=O)cc2[N+](=O)[O-])CC1
orbital gap = 7.74 eV

Element x y z (Å)
C  4.246  -2.721  1.692
C  2.815  -3.400  1.333
O  1.856  -2.677  1.345
C  1.470  -2.263  2.752
O  1.988  -2.704  3.792
C  0.206  -1.308  2.714
C  0.856  0.053  2.372
C  0.759  0.259  0.946
N  -0.495  0.399  0.264
C  -0.963  1.234  -0.624
C  -0.006  1.302  -1.753
C  -0.202  1.994  -2.856
C  -1.526  2.307  -3.320
C  -2.024  2.943  -4.374
N  -1.403  2.535  -5.625
O  -3.309  3.377  -4.575
C  -2.484  2.170  -2.175
C  -2.383  1.658  -0.959
N  -3.173  1.851  0.173
O  -2.841  1.942  1.204
O  -4.315  1.726  -0.034
C  -1.618  -0.291  1.261
C  -0.868  -1.667  1.687
H  4.280  -2.410  2.910
H  5.119  -3.380  1.513
H  4.515  -1.867  1.226
H  2.670  -3.800  0.374
H  2.699  -4.278  2.101
H  -0.149  -1.131  3.788
H  1.942  0.208  2.622
H  0.245  0.969  3.033
H  1.240  1.197  0.534
H  1.440  -0.222  0.432
H  1.114  1.216  -1.569
H  0.568  2.141  -3.598
H  -0.518  1.748  -5.672
H  -1.799  2.825  -6.413
H  -3.650  2.516  -2.255
H  -1.842  0.286  2.029
H  -2.499  -0.461  0.686
H  -1.628  -2.134  2.214
H  -0.331  -2.143  0.803


Entry two
Here is a molecular structure, C15H19N3O5 from the OMol25 dataset. Energies are from the ωB97M-V functional and the def2-TZVPD basis.

Summary:
E_HOMO = -0.3267 Eh
orbital gap = 7.91 eV

Element x y z (Å)
C  1.489  -1.390  -2.152
C  0.985  -1.774  -0.881
C  2.071  -2.140  0.041
C  1.793  -2.625  1.475
C  1.164  -1.570  1.981
O  1.716  -0.485  2.624
N  -0.102  -1.576  2.289
N  -1.231  -0.682  2.303
C  -2.457  -0.862  1.810
O  -2.747  -1.829  1.386
C  -3.451  0.450  1.865
C  -3.128  0.901  0.365
O  -3.664  0.827  -0.765
N  -1.928  1.742  0.324
C  -1.048  1.853  -0.900
C  -1.447  2.113  -1.997
C  -0.520  2.362  -3.222
C  0.781  2.427  -2.903
C  1.062  2.272  -1.749
C  0.358  2.088  -0.485
C  0.921  1.677  0.706
O  0.267  1.859  1.989
O  2.105  1.434  0.834
H  2.422  1.121  1.811
H  2.054  2.128  -1.592
H  1.314  2.623  -3.839
H  -0.905  2.406  -4.249
H  -2.761  1.979  -2.247
H  -1.255  1.844  1.264
H  -2.993  1.291  2.509
H  -4.455  0.156  1.816
H  -0.730  0.197  2.489
H  -0.810  -2.392  1.757
H  1.278  -3.562  1.452
H  2.751  -2.876  2.129
H  2.591  -2.996  -0.249
H  2.811  -1.463  0.068
H  0.399  -2.546  -0.659
H  0.437  -1.046  -0.308
H  2.086  -0.640  -1.939
H  2.108  -2.131  -2.625
H  0.669  -1.161  -2.522


Q: Which of them is the most stable? A: entry two.


Entry one
Here is 2 unconnected molecules or ions with the total composition C4H6NO2 from the OMol25 dataset. Energies are from the ωB97M-V functional and the def2-TZVPD basis.

Summary:
E_HOMO = -0.1058 Eh
total charge = -1
orbital gap = 7.14 eV

Element x y z (Å)
C  -0.031  -1.723  -0.020
C  -0.715  -2.454  -0.814
C  -0.576  1.914  0.597
C  0.312  1.847  -0.356
N  0.392  -1.362  1.052
O  1.339  -0.568  1.437
O  1.429  1.132  -0.426
H  -1.529  -2.036  -1.436
H  -0.385  -3.426  -1.073
H  -0.399  1.138  1.383
H  -1.514  2.487  0.551
H  0.183  2.585  -1.153
H  1.494  0.466  0.257


Entry two
Here is 2 unconnected molecules or ions with the total composition C4H6NO2 from the OMol25 dataset. Energies are from the ωB97M-V functional and the def2-TZVPD basis.

Summary:
E_HOMO = -0.1221 Eh
total charge = -1
orbital gap = 7.11 eV

Element x y z (Å)
C  -3.674  -0.665  -0.313
C  1.168  -0.414  0.167
C  0.127  0.469  0.133
C  0.241  1.775  -0.498
N  -2.876  -0.350  0.619
O  -3.919  -1.174  -1.394
O  -4.434  0.031  0.629
H  0.983  -1.295  0.734
H  2.156  -0.083  -0.053
H  -0.795  -0.041  0.351
H  0.200  2.632  0.187
H  -0.510  1.866  -1.409
H  1.268  1.766  -0.910


Q: Which of them is the most stable? A: entry two.


Entry one
Here is 2 unconnected molecules or ions with the total composition C4H6NO2 from the OMol25 dataset. Energies are from the ωB97M-V functional and the def2-TZVPD basis.

Summary:
E_HOMO = -0.0699 Eh
total charge = -1
orbital gap = 5.70 eV

Element x y z (Å)
C  -2.938  -0.038  0.224
C  -0.051  0.455  -0.966
C  0.555  -0.083  0.301
C  1.990  -0.457  0.359
N  -0.328  -0.935  -0.408
O  -3.588  -0.713  -0.485
O  -2.635  0.748  1.020
H  -0.677  1.330  -0.766
H  0.644  0.550  -1.801
H  0.288  0.395  1.338
H  2.227  -0.459  -0.697
H  2.133  -1.324  1.132
H  2.381  0.531  0.748


Entry two
Here is a gas-phase ion, C4H6NO2 (charge -1) from the OMol25 dataset. Energies are from the ωB97M-V functional and the def2-TZVPD basis.

Summary:
E_HOMO = -0.0560 Eh
SMILES = C=C1[C@H](O)CN1[O-]
total charge = -1
orbital gap = 5.69 eV

Element x y z (Å)
C  0.011  1.962  0.119
C  0.297  0.608  -0.114
C  -0.775  -0.430  -0.332
O  -1.717  -0.404  0.668
C  0.380  -1.492  -0.329
N  1.322  -0.323  0.034
O  2.559  -0.238  0.246
H  0.623  2.643  0.688
H  -1.042  2.197  -0.170
H  -1.324  -0.435  -1.354
H  -1.323  0.324  1.153
H  0.263  -2.195  0.548
H  0.726  -2.217  -1.155


Q: Which of them is the most stable? A: entry one.